*P*
10
Properties=species:S:1:pos:R:3 method="wB97M-V/def2-TZVPD" homo_energy_ev=-9.59 lumo_ha=0.0014 orbital_gap_ev=9.62 mol_weight_g_mol=108.06
C 1.37 0.09 0.40
C 0.31 0.29 -0.60
C -0.61 -0.73 0.70
C -1.02 0.48 -0.08
F -0.82 -1.99 0.17
F -2.11 0.28 -0.94
F -1.40 1.65 0.63
H 2.12 -0.43 -0.11
H 1.46 0.49 1.37
H 0.69 -0.12 -1.53

*Q*
10
Properties=species:S:1:pos:R:3 method="wB97M-V/def2-TZVPD" homo_energy_ev=-9.79 lumo_ha=0.0336 orbital_gap_ev=10.71 mol_weight_g_mol=108.06 smiles="FC1=C(F)[C@@H](F)C1"
F 2.72 1.14 0.32
C 1.76 0.39 -0.24
C 1.60 -0.23 -1.43
F 2.21 -0.17 -2.62
C 0.06 -0.64 -0.99
F -0.26 -1.92 -0.82
C 0.51 -0.01 0.35
H -0.60 -0.11 -1.63
H 0.55 -0.67 1.10
H -0.30 0.87 0.41

Which one sits at the top of the stability order? *Q* does.